No. 1
ORCA calculation (ωB97M-V/def2-TZVPD) on a molecular structure, C66H101AgO39 at a distorted geometry.

Positions of all 207 atoms, in Å:
Ag (14.977, -12.972, 20.349)
C (16.738, -8.830, 20.339)
C (16.950, -10.096, 21.062)
O (15.891, -10.918, 21.401)
H (17.617, -8.325, 19.938)
H (16.258, -8.094, 20.983)
H (16.193, -9.044, 19.420)
H (17.561, -9.784, 21.909)
H (17.584, -10.765, 20.479)
C (10.325, -15.943, 22.290)
C (10.419, -14.548, 22.277)
C (11.421, -13.861, 23.162)
O (11.608, -12.701, 23.171)
C (12.269, -14.828, 23.856)
C (12.098, -16.154, 23.930)
C (10.993, -16.878, 23.204)
O (10.731, -18.088, 23.370)
H (9.729, -16.341, 21.482)
H (9.838, -13.888, 21.651)
H (13.136, -14.400, 24.337)
H (12.795, -16.709, 24.540)
C (18.639, -10.478, 28.873)
C (17.420, -9.924, 28.735)
C (16.757, -9.691, 27.461)
O (15.642, -9.221, 27.367)
C (17.546, -10.212, 26.290)
C (18.763, -10.713, 26.387)
C (19.461, -10.903, 27.702)
O (20.622, -11.325, 27.723)
H (18.893, -10.750, 29.887)
H (16.914, -9.693, 29.661)
H (17.130, -10.038, 25.308)
H (19.295, -10.925, 25.471)
C (22.975, -10.989, 25.345)
C (22.643, -10.791, 24.052)
C (23.356, -10.024, 23.018)
O (22.823, -9.686, 21.993)
C (24.689, -9.629, 23.537)
C (25.095, -9.910, 24.845)
C (24.316, -10.708, 25.839)
O (24.778, -11.099, 26.961)
H (22.318, -11.528, 26.012)
H (21.683, -11.156, 23.719)
H (25.331, -9.150, 22.812)
H (26.094, -9.604, 25.116)
C (12.503, -7.352, 25.569)
C (12.405, -8.571, 26.094)
C (12.860, -9.821, 25.487)
O (12.690, -10.957, 25.865)
C (13.561, -9.480, 24.217)
C (13.678, -8.212, 23.708)
C (13.147, -7.041, 24.278)
O (13.327, -5.914, 23.831)
H (12.106, -6.579, 26.209)
H (11.919, -8.684, 27.052)
H (13.966, -10.262, 23.592)
H (13.924, -8.259, 22.658)
C (15.631, -17.723, 23.328)
C (16.656, -16.729, 23.035)
O (16.513, -15.584, 23.876)
C (15.931, -14.440, 23.552)
O (15.364, -14.174, 22.512)
O (15.998, -13.719, 24.702)
C (15.367, -12.427, 24.780)
H (15.357, -17.749, 24.383)
H (15.944, -18.757, 23.182)
H (14.670, -17.547, 22.844)
H (16.624, -16.551, 21.960)
H (17.629, -17.170, 23.254)
H (15.615, -11.947, 25.727)
H (14.297, -12.580, 24.639)
H (15.735, -11.722, 24.036)
C (12.665, -10.846, 19.929)
C (12.575, -9.445, 20.536)
O (12.042, -8.632, 19.507)
C (11.920, -7.303, 19.784)
O (11.849, -6.844, 20.939)
O (11.563, -6.615, 18.604)
C (10.717, -5.486, 18.557)
H (11.672, -11.118, 19.571)
H (12.987, -11.571, 20.678)
H (13.414, -10.761, 19.141)
H (13.590, -9.078, 20.690)
H (12.137, -9.358, 21.530)
H (10.525, -5.191, 19.588)
H (9.740, -5.700, 18.123)
H (11.198, -4.632, 18.081)
C (15.695, -9.250, 16.320)
C (16.839, -10.320, 16.371)
O (16.319, -11.544, 15.725)
C (15.891, -12.600, 16.403)
O (15.805, -12.650, 17.586)
O (15.538, -13.662, 15.617)
C (15.715, -13.703, 14.197)
H (14.755, -9.685, 16.661)
H (15.555, -8.885, 15.302)
H (15.831, -8.409, 17.000)
H (17.091, -10.468, 17.421)
H (17.667, -9.873, 15.819)
H (15.227, -12.983, 13.540)
H (15.505, -14.677, 13.756)
H (16.770, -13.430, 14.159)
C (18.712, -5.266, 16.149)
C (18.692, -4.585, 17.576)
O (17.887, -5.273, 18.555)
C (16.976, -4.607, 19.247)
O (16.719, -3.426, 19.158)
O (16.407, -5.497, 20.067)
C (15.387, -5.065, 20.909)
H (18.915, -6.329, 16.017)
H (19.438, -4.865, 15.441)
H (17.710, -5.227, 15.723)
H (18.357, -3.549, 17.627)
H (19.715, -4.411, 17.908)
H (14.538, -4.663, 20.356)
H (15.688, -4.371, 21.693)
H (14.952, -5.915, 21.435)
C (16.951, -5.423, 24.316)
C (17.970, -6.012, 23.327)
O (19.371, -5.869, 23.747)
C (19.883, -6.726, 24.784)
O (19.231, -7.574, 25.340)
O (21.126, -6.320, 25.072)
C (22.057, -7.218, 25.718)
H (17.213, -4.437, 24.700)
H (16.956, -6.035, 25.218)
H (15.954, -5.268, 23.904)
H (17.770, -5.885, 22.263)
H (17.709, -7.069, 23.385)
H (21.423, -7.954, 26.212)
H (22.771, -6.844, 26.452)
H (22.589, -7.677, 24.884)
C (14.798, -5.479, 15.194)
C (13.623, -6.033, 16.124)
O (12.748, -6.716, 15.239)
C (11.685, -6.187, 14.694)
O (11.120, -5.168, 15.059)
O (11.284, -7.002, 13.650)
C (10.241, -6.678, 12.767)
H (15.291, -4.627, 15.662)
H (14.329, -5.175, 14.258)
H (15.520, -6.281, 15.041)
H (13.243, -5.243, 16.772)
H (14.027, -6.685, 16.898)
H (9.832, -7.580, 12.312)
H (10.609, -5.927, 12.068)
H (9.513, -6.068, 13.303)
C (27.135, -8.279, 18.824)
C (26.156, -8.545, 17.696)
O (24.898, -7.776, 17.951)
C (24.010, -7.748, 17.032)
O (24.018, -8.193, 15.922)
O (23.074, -6.931, 17.503)
C (22.076, -6.435, 16.691)
H (28.147, -8.613, 18.592)
H (26.953, -8.834, 19.744)
H (27.190, -7.217, 19.064)
H (25.980, -9.616, 17.591)
H (26.678, -8.175, 16.814)
H (21.143, -6.983, 16.824)
H (22.285, -6.651, 15.643)
H (21.832, -5.390, 16.885)
C (14.046, -18.166, 20.188)
C (14.227, -16.730, 19.565)
O (12.991, -16.383, 18.810)
C (12.641, -15.052, 18.845)
O (13.282, -14.160, 19.332)
O (11.416, -14.990, 18.231)
C (10.633, -13.748, 18.242)
H (13.992, -18.872, 19.359)
H (13.235, -18.212, 20.915)
H (14.965, -18.539, 20.638)
H (15.118, -16.706, 18.939)
H (14.279, -16.077, 20.436)
H (10.154, -13.526, 19.195)
H (9.857, -13.699, 17.478)
H (11.307, -12.998, 17.827)
C (19.745, -12.907, 22.382)
C (18.593, -13.739, 21.877)
O (18.898, -14.270, 20.583)
C (17.975, -14.885, 19.824)
O (16.734, -14.872, 19.976)
O (18.639, -15.213, 18.656)
C (17.930, -15.482, 17.434)
H (20.588, -13.578, 22.547)
H (19.595, -12.482, 23.374)
H (20.079, -12.160, 21.662)
H (17.721, -13.096, 21.759)
H (18.355, -14.510, 22.611)
H (16.904, -15.821, 17.579)
H (18.533, -16.200, 16.879)
H (17.781, -14.517, 16.949)
C (20.119, -7.153, 20.961)
C (20.669, -7.667, 19.705)
O (20.745, -9.120, 19.521)
C (19.979, -9.726, 18.663)
O (19.178, -9.201, 17.857)
O (20.190, -11.067, 18.770)
C (19.483, -12.016, 17.956)
H (19.661, -6.203, 20.682)
H (20.855, -6.944, 21.737)
H (19.427, -7.869, 21.404)
H (21.721, -7.388, 19.760)
H (20.299, -7.175, 18.805)
H (18.656, -12.388, 18.561)
H (20.146, -12.873, 17.838)
H (19.156, -11.695, 16.967)

HOMO in eV: -6.922
Spin multiplicity: 1
HOMO-LUMO gap in eV: 4.97
Total charge: 0


No. 2
ORCA calculation (ωB97M-V/def2-TZVPD) on 15 unconnected molecules or ions with the total composition C66H126O38P4 at a distorted geometry.

Positions of all 234 atoms, in Å:
C (-0.966, 6.103, -2.246)
C (-0.722, 4.748, -2.554)
C (-0.797, 3.840, -1.485)
C (-1.105, 4.182, -0.198)
C (-1.409, 5.565, 0.029)
C (-1.370, 6.505, -1.015)
O (-1.765, 7.824, -0.879)
O (-0.548, 2.551, -1.731)
H (-0.973, 6.875, -3.000)
H (-0.466, 4.506, -3.575)
H (-1.143, 3.529, 0.661)
H (-1.696, 5.685, 1.063)
H (-2.169, 7.993, -0.024)
H (-0.639, 1.916, -1.018)
C (2.605, -1.171, -5.405)
C (3.604, -1.266, -4.389)
C (3.356, -2.060, -3.261)
C (2.114, -2.720, -3.155)
C (1.136, -2.688, -4.174)
C (1.419, -1.876, -5.316)
O (0.495, -1.834, -6.287)
O (4.348, -2.248, -2.256)
H (2.804, -0.467, -6.200)
H (4.554, -0.758, -4.460)
H (1.964, -3.286, -2.248)
H (0.193, -3.215, -4.168)
H (0.681, -1.142, -6.927)
H (4.189, -3.033, -1.727)
C (-0.715, -4.823, 5.611)
C (-1.450, -4.747, 6.820)
C (-0.885, -4.234, 7.984)
C (0.497, -3.865, 7.976)
C (1.222, -4.074, 6.811)
C (0.630, -4.538, 5.622)
O (1.315, -4.671, 4.424)
O (-1.670, -3.978, 9.100)
H (-1.184, -5.171, 4.703)
H (-2.476, -5.050, 6.966)
H (1.131, -3.443, 8.743)
H (2.279, -3.856, 6.837)
H (1.111, -5.478, 3.947)
H (-2.115, -4.825, 9.175)
C (0.406, 3.347, 2.909)
C (-0.506, 2.408, 3.384)
C (-1.635, 2.854, 4.051)
C (-1.889, 4.203, 4.248)
C (-0.894, 5.162, 3.824)
C (0.258, 4.710, 3.248)
O (1.151, 5.627, 2.744)
O (-2.539, 1.946, 4.528)
H (1.354, 3.126, 2.442)
H (-0.360, 1.346, 3.258)
H (-2.691, 4.576, 4.867)
H (-0.964, 6.232, 3.954)
H (0.854, 6.529, 2.881)
H (-3.443, 2.264, 4.589)
C (-6.755, -0.731, -1.423)
C (-6.009, -1.843, -1.096)
C (-5.674, -2.778, -2.065)
C (-6.150, -2.598, -3.376)
C (-7.024, -1.516, -3.641)
C (-7.265, -0.542, -2.683)
O (-7.984, 0.546, -2.909)
O (-4.805, -3.774, -1.657)
H (-6.961, 0.050, -0.706)
H (-5.532, -1.908, -0.129)
H (-6.101, -3.469, -4.014)
H (-7.386, -1.360, -4.647)
H (-7.815, 1.143, -2.176)
H (-4.582, -4.364, -2.380)
C (-2.462, -1.942, -0.310)
O (-1.455, -1.915, 0.690)
P (-0.355, -0.739, 0.639)
O (-0.808, 0.614, 0.291)
O (0.363, -0.827, 2.072)
C (0.768, -2.130, 2.583)
O (0.761, -1.209, -0.429)
C (1.596, -0.334, -1.145)
H (-3.421, -2.058, 0.197)
H (-2.278, -2.931, -0.730)
H (-2.451, -1.228, -1.134)
H (0.334, -2.380, 3.550)
H (1.846, -2.257, 2.684)
H (0.468, -2.982, 1.972)
H (1.633, 0.707, -0.825)
H (1.200, -0.226, -2.155)
H (2.642, -0.641, -1.116)
C (-0.453, -0.859, 6.183)
O (0.962, -0.832, 6.209)
P (1.704, 0.239, 7.177)
O (1.157, 0.318, 8.564)
O (1.420, 1.657, 6.362)
C (2.166, 1.905, 5.191)
O (3.274, -0.132, 7.010)
C (4.048, -0.533, 8.179)
H (-0.947, 0.004, 6.629)
H (-0.791, -1.765, 6.687)
H (-0.772, -0.911, 5.143)
H (3.229, 1.796, 5.405)
H (2.015, 2.859, 4.686)
H (2.044, 1.216, 4.356)
H (3.626, -0.416, 9.177)
H (5.103, -0.280, 8.068)
H (4.072, -1.622, 8.151)
C (2.909, 5.325, -4.511)
O (4.381, 5.226, -4.528)
P (5.256, 3.923, -3.964)
O (5.756, 3.035, -5.050)
O (6.393, 4.622, -3.030)
C (7.480, 3.796, -2.775)
O (4.293, 3.188, -2.859)
C (4.471, 1.877, -2.463)
H (2.390, 4.547, -3.951)
H (2.676, 5.249, -5.573)
H (2.536, 6.274, -4.124)
H (7.704, 3.072, -3.558)
H (7.341, 3.237, -1.849)
H (8.446, 4.291, -2.672)
H (5.407, 1.393, -2.741)
H (3.603, 1.339, -2.843)
H (4.355, 1.802, -1.382)
C (1.722, -5.932, -4.890)
O (1.077, -5.557, -3.660)
P (0.653, -6.828, -2.789)
O (1.816, -7.716, -2.422)
O (-0.490, -7.686, -3.613)
C (-1.029, -8.831, -2.998)
O (-0.217, -6.215, -1.579)
C (0.393, -5.188, -0.741)
H (2.619, -5.320, -4.982)
H (1.052, -5.804, -5.741)
H (2.171, -6.914, -5.031)
H (-0.366, -9.595, -2.595)
H (-1.681, -9.386, -3.672)
H (-1.790, -8.416, -2.337)
H (1.408, -4.963, -1.070)
H (0.449, -5.458, 0.313)
H (-0.089, -4.223, -0.902)
C (2.129, 4.334, -0.412)
O (3.511, 4.619, -0.215)
C (3.985, 5.789, -0.793)
C (3.304, 6.914, 0.032)
O (3.880, 8.191, 0.130)
C (5.041, 8.090, 0.948)
H (1.868, 3.341, -0.047)
H (1.919, 4.362, -1.481)
H (1.470, 4.976, 0.173)
H (3.716, 5.687, -1.844)
H (5.072, 5.785, -0.877)
H (3.129, 6.560, 1.047)
H (2.306, 7.071, -0.377)
H (4.773, 8.161, 2.002)
H (5.772, 8.884, 0.795)
H (5.636, 7.181, 0.849)
C (-2.518, -2.258, -3.984)
O (-2.235, -3.559, -3.431)
C (-2.579, -4.588, -4.419)
C (-3.060, -5.897, -3.772)
O (-4.366, -5.749, -3.136)
C (-4.683, -6.985, -2.518)
H (-3.581, -2.061, -4.121)
H (-1.985, -2.149, -4.929)
H (-2.077, -1.559, -3.273)
H (-1.687, -4.936, -4.939)
H (-3.409, -4.352, -5.085)
H (-2.364, -6.235, -3.004)
H (-3.085, -6.714, -4.493)
H (-3.850, -7.497, -2.036)
H (-5.142, -7.557, -3.324)
H (-5.521, -6.839, -1.836)
C (7.961, 0.060, 2.395)
O (6.606, 0.553, 2.274)
C (6.280, 1.763, 1.658)
C (4.714, 1.929, 1.627)
O (4.115, 0.924, 0.760)
C (4.106, -0.431, 1.192)
H (8.398, 0.023, 1.397)
H (7.951, -0.937, 2.834)
H (8.680, 0.698, 2.909)
H (6.689, 1.821, 0.649)
H (6.788, 2.458, 2.326)
H (4.500, 2.959, 1.342)
H (4.429, 1.729, 2.660)
H (3.255, -1.026, 0.861)
H (4.032, -0.374, 2.278)
H (5.009, -0.970, 0.906)
C (0.321, -0.752, -9.276)
O (0.680, -0.013, -8.174)
C (0.221, 1.367, -8.188)
C (1.062, 2.197, -7.209)
O (0.910, 1.567, -5.966)
C (1.705, 2.295, -5.035)
H (0.793, -0.422, -10.201)
H (-0.718, -0.641, -9.585)
H (0.575, -1.808, -9.174)
H (-0.853, 1.508, -8.063)
H (0.538, 1.877, -9.097)
H (0.667, 3.212, -7.166)
H (2.119, 2.354, -7.424)
H (1.690, 1.756, -4.087)
H (1.135, 3.190, -4.787)
H (2.691, 2.586, -5.398)
C (-3.361, -3.372, 3.994)
O (-4.039, -3.330, 5.222)
C (-3.827, -2.096, 5.954)
C (-4.552, -2.159, 7.292)
O (-5.975, -2.165, 6.975)
C (-6.922, -2.004, 8.010)
H (-3.439, -4.422, 3.710)
H (-2.334, -3.030, 4.127)
H (-3.910, -2.709, 3.326)
H (-4.154, -1.239, 5.366)
H (-2.783, -1.962, 6.239)
H (-4.304, -1.333, 7.959)
H (-4.323, -3.150, 7.683)
H (-7.842, -2.167, 7.448)
H (-6.981, -0.923, 8.136)
H (-6.880, -2.580, 8.934)
C (-4.768, 5.107, -0.785)
O (-5.409, 3.939, -1.382)
C (-4.530, 2.797, -1.438)
C (-4.114, 2.109, -0.217)
O (-5.292, 1.503, 0.329)
C (-5.267, 1.156, 1.680)
H (-3.982, 4.911, -0.055)
H (-5.545, 5.722, -0.331)
H (-4.304, 5.764, -1.521)
H (-3.598, 2.963, -1.978)
H (-5.091, 2.158, -2.121)
H (-3.642, 2.867, 0.407)
H (-3.377, 1.310, -0.296)
H (-4.971, 2.034, 2.255)
H (-4.567, 0.333, 1.825)
H (-6.122, 0.680, 2.161)

HOMO in eV: -7.479
Spin multiplicity: 1
HOMO-LUMO gap in eV: 7.64
Total charge: 0


| no. | E_LUMO (Ha) |
| --- | --- |
| 1 | -0.072 |
| 2 | 0.006 |